This record from the OMol25 dataset describes a single C4H5NO molecule. The level of theory is ωB97M-V with the def2-TZVPD basis set.

Summary:
SMILES string	CC1=C=CNO1
highest occupied orbital energy	-8.01	eV
Kohn-Sham gap	8.68	eV
relative energy (zero: lowest compared OMol25 entry of this formula, charge and spin)	380.9	kJ/mol
total energy	-285.269510	a.u.

Geometry as ORCA input:
```
! RIJCOSX wB97M-V def2-TZVPD def2/J DEFGRID3
* xyz 0 1
C -1.822 0.013 0.275
C -0.346 0.152 0.116
C 0.499 1.243 0.218
C 1.703 0.593 -0.074
N 1.572 -0.741 -0.254
O 0.257 -1.050 -0.195
H -2.076 -0.637 1.121
H -2.240 1.005 0.449
H -2.273 -0.417 -0.626
H 2.099 -1.373 -0.841
H 2.715 0.986 -0.150
*
```

Need the Mulliken charges? In units of e they are: C -1.0440; C 0.7614; C -0.8183; C -0.1849; N 0.0102; O -0.2594; H 0.2787; H 0.3070; H 0.2892; H 0.2573; H 0.4029